Record 1
Here is a gas-phase ion, C6H10N3O (charge +1) in a non-equilibrium geometry from OMol25. Energies are from wB97M-V/def2-TZVPD.

Last column: Löwdin charge in e.
Atoms and positions in Å:
C (1.210, -0.648, 0.201)  0.082
C (0.641, 0.567, 0.029)  -0.277
C (0.355, -1.933, 0.060)  -0.051
C (-1.086, -1.699, -0.448)  -0.353
C (1.477, 1.738, 0.070)  -0.008
C (-1.267, 2.032, -0.088)  0.034
N (-1.470, -0.366, -0.345)  0.176
N (-0.665, 0.725, -0.242)  -0.070
N (0.615, -3.215, 0.448)  0.194
O (-1.937, -2.553, -0.666)  0.099
H (2.240, -0.686, 0.426)  0.109
H (1.064, 2.527, -0.523)  0.085
H (2.448, 1.771, -0.353)  0.103
H (1.589, 2.042, 1.108)  0.129
H (-1.669, 2.368, -0.971)  0.086
H (-2.071, 1.993, 0.622)  0.117
H (-0.557, 2.785, 0.078)  0.074
H (-2.422, -0.114, -0.538)  0.176
H (1.634, -3.447, 0.630)  0.172
H (-0.129, -3.887, 0.504)  0.125

As for the highest occupied orbital energy: -12.88 eV. The net charge is +1. As for the structure (SMILES): Cc1cc(=[NH2+])c(=O)[nH]n1C. The calculation puts the frontier orbital gap at 8.17 eV.

---

Record 2
Here is a single C6H10N4 molecule in a non-equilibrium geometry from OMol25. Energies are from wB97M-V/def2-TZVPD.

Last column: Löwdin charge in e.
Atoms and positions in Å:
C (-2.396, -0.795, -0.259)  -0.230
C (-1.733, 1.311, 0.510)  -0.167
C (2.560, -0.202, 0.352)  -0.101
C (1.330, 0.420, -0.311)  -0.211
C (0.183, -0.506, 0.056)  -0.380
C (-1.374, 0.148, -0.382)  -0.411
N (-3.136, -1.666, -0.184)  0.202
N (-2.076, 2.104, 1.276)  0.175
N (0.270, -0.858, 1.359)  0.036
N (-1.381, 0.635, -1.795)  0.082
H (2.536, -1.300, 0.206)  0.094
H (2.422, -0.265, 1.373)  0.031
H (3.415, 0.329, -0.038)  0.077
H (1.061, 1.484, 0.134)  0.149
H (1.465, 0.545, -1.368)  0.095
H (0.394, -1.330, -0.546)  0.124
H (0.365, -0.152, 2.043)  0.086
H (-0.428, -1.641, 1.639)  0.156
H (-1.375, 1.660, -1.776)  0.093
H (-2.104, 0.080, -2.289)  0.098

As for the highest occupied orbital energy: -9.46 eV. The net charge is 0. As for the structure (SMILES): CC[C@@H](N)C(N)(C#N)C#N. The calculation puts the frontier orbital gap at 10.12 eV.

---

Record 3
Here is a gas-phase ion, C6H10N5 (charge +1) in a non-equilibrium geometry from OMol25. Energies are from wB97M-V/def2-TZVPD.

Last column: Löwdin charge in e.
Atoms and positions in Å:
C (-0.147, -0.009, -1.738)  -0.095
C (1.255, 3.239, -1.497)  -0.154
C (1.220, 3.863, 0.894)  0.288
C (0.503, 1.088, -1.094)  -0.353
C (-1.090, -2.073, -1.929)  -0.130
C (0.445, 0.097, 2.392)  -0.067
N (0.823, 2.106, -1.899)  0.173
N (1.325, 3.572, -0.214)  0.127
N (-0.861, -0.915, -1.140)  -0.070
N (0.841, 1.043, 0.197)  0.129
N (0.172, 0.250, 1.013)  -0.069
H (0.328, -0.186, -2.826)  0.174
H (1.302, 4.002, -2.160)  0.109
H (1.560, 3.876, 1.916)  0.131
H (-0.728, -2.950, -1.315)  0.105
H (-2.227, -2.084, -2.226)  0.126
H (-0.553, -1.985, -2.943)  0.092
H (-0.478, -0.081, 2.916)  0.089
H (1.191, -0.773, 2.504)  0.122
H (1.177, 0.868, 2.766)  0.097
H (-0.517, -0.482, 0.376)  0.176

As for the highest occupied orbital energy (spin up / spin down): -12.14 / -12.14 eV. The net charge is +1. As for the structure (SMILES): C#[N+]\C=N/C(/C=N/C)=N/NC. The calculation puts the frontier orbital gap (spin up / spin down) at 6.64 / 6.65 eV.

---

Record 4
Here is a gas-phase ion, C6H10N5 (charge +1) in a non-equilibrium geometry from OMol25. Energies are from wB97M-V/def2-TZVPD.

Last column: Löwdin charge in e.
Atoms and positions in Å:
C (-2.336, 0.259, -0.959)  -0.247
C (0.720, -1.557, 0.266)  -0.060
C (0.849, 0.844, -0.447)  0.051
C (1.233, -0.449, -0.419)  -0.206
C (-0.385, -1.566, 1.011)  -0.173
C (-0.503, 1.295, 0.189)  -0.389
N (-3.021, 0.218, -1.960)  0.203
N (-1.531, 0.264, -0.028)  0.070
N (-0.988, -1.598, 2.014)  0.262
N (-0.390, 1.654, 1.520)  0.116
N (2.697, -0.508, -0.915)  0.257
H (0.993, -2.556, 0.072)  0.112
H (1.400, 1.522, -0.952)  0.078
H (-0.871, 2.113, -0.422)  0.141
H (-1.944, -1.812, 2.162)  0.105
H (-3.942, 0.527, -2.166)  0.075
H (0.246, 1.164, 2.036)  0.055
H (-1.257, 1.795, 1.928)  0.078
H (3.176, -1.030, -0.189)  0.171
H (2.927, 0.443, -0.982)  0.126
H (2.926, -1.021, -1.760)  0.176

As for the highest occupied orbital energy: -12.16 eV. The net charge is +1. As for the structure (SMILES): N=C=C/C([NH3+])=C\[C@H](N)N=C=N. The calculation puts the frontier orbital gap at 8.81 eV.

---

Record 5
Here is a gas-phase ion, C6H10N5O2 (charge +1) in a non-equilibrium geometry from OMol25. Energies are from wB97M-V/def2-TZVPD.

Last column: Löwdin charge in e.
Atoms and positions in Å:
C (2.215, -0.133, -0.039)  -0.246
C (-2.048, -1.039, -0.083)  -0.447
C (-0.966, 1.147, 0.078)  -0.448
C (0.302, -0.845, 0.916)  -0.232
C (3.608, 0.026, -0.662)  0.043
C (-3.348, 1.112, -0.266)  0.015
N (1.464, 0.941, 0.183)  0.218
N (-0.807, -1.533, 0.307)  0.160
N (-2.150, 0.380, -0.013)  0.033
N (0.143, 0.555, 0.593)  0.079
N (1.574, -1.249, 0.288)  0.182
O (-2.979, -1.751, -0.315)  0.146
O (-1.001, 2.243, -0.380)  0.155
H (0.380, -0.876, 2.027)  0.184
H (4.070, -0.949, -1.070)  0.130
H (4.397, 0.466, 0.037)  0.128
H (3.490, 0.753, -1.449)  0.083
H (-3.617, 1.709, 0.526)  0.092
H (-3.358, 1.595, -1.179)  0.089
H (-4.007, 0.314, -0.395)  0.085
H (1.443, 1.787, -0.305)  0.158
H (-0.871, -2.510, 0.515)  0.152
H (2.066, -2.142, 0.688)  0.239

As for the highest occupied orbital energy: -13.63 eV. The net charge is +1. As for the structure (SMILES): CC1=[NH+][C@@H]2NC(=O)N(C)C(=O)N2N1. The calculation puts the frontier orbital gap at 9.43 eV.

---

Record 6
Here is a molecular structure, C6H10NO in a non-equilibrium geometry from OMol25. Energies are from wB97M-V/def2-TZVPD.

Last column: Löwdin charge in e.
Atoms and positions in Å:
C (-1.311, -0.322, -2.186)  -0.555
O (-1.362, -1.664, -2.331)  -0.362
C (-0.168, 0.096, -1.253)  -0.182
C (-0.450, -0.626, 0.054)  -0.119
C (0.458, -0.763, 1.128)  -0.050
C (1.429, 0.340, 1.443)  -0.404
N (0.975, 1.207, 2.536)  -0.073
C (0.721, 1.653, 1.221)  -0.337
H (-2.257, 0.153, -1.771)  0.089
H (-1.193, 0.093, -3.215)  0.080
H (0.767, -0.377, -1.579)  0.122
H (0.051, 1.164, -1.224)  0.096
H (-1.243, -1.339, -0.205)  0.119
H (-0.720, -0.219, 1.188)  0.181
H (0.748, -1.695, 1.606)  0.129
H (2.404, -0.094, 1.673)  0.110
H (-0.300, 1.795, 0.843)  0.077
H (1.376, 2.480, 0.913)  0.080

As for the highest occupied orbital energy: -3.09 eV. The net charge is -1. The calculation puts the frontier orbital gap at 6.36 eV.

---

The lowest net charge belongs to which entry?
C6H10NO

---

What is the formula in the fifth record?
C6H10N5O2